ORCA calculation (ωB97M-V/def2-TZVPD) on 2 unconnected molecules or ions with the total composition C2H4F2NOPS at a distorted geometry.

Atoms and positions in Å:
1 S 1.280580 -1.834236 0.523974
2 P 1.419262 0.092909 0.202949
3 F 2.925590 0.702305 -0.123128
4 F 0.904920 0.591305 -1.265332
5 O -1.434774 0.585049 0.429834
6 N 0.941016 1.178068 1.293303
7 C -1.624282 -0.259403 -0.342271
8 C -1.844836 -1.265415 -1.134990
9 H -2.538368 -1.109846 -1.881889
10 H 0.945115 2.199543 1.194890
11 H -1.206997 -2.025081 -0.843004
12 H 0.232777 1.144798 1.945669

Cartesian forces, eV/Å:
S 0.1 2.2 -0.2
P 2.2 0.4 -2.3
F -2.1 -1.2 0.8
F 0.2 -0.7 1.9
O -0.5 0.2 -0.1
N 1.4 2.0 -0.4
C -0.6 0.2 0.5
C 0.3 1.8 1.3
H -1.1 -0.4 -1.6
H 1.1 -0.6 -1.1
H 0.9 -2.0 -0.3
H -1.8 -1.8 1.5

SMILES: NP(F)(F)=S.C=C=O
frontier orbital gap: 9.89 eV
net charge: 0
energy relative to the best compared isomer or geometry (same formula, charge and spin): 1.4283 eV
HOMO level: -9.40 eV